Entry 1:
Computed, not measured: a structure of composition C8H36FN17O8 in a non-equilibrium geometry, with the ωB97M-V functional and the def2-TZVPD basis.

Cartesian coordinates (Å):
H1 7.617 34.791 -8.987
C1 10.213 31.739 -5.728
H2 7.374 25.387 -4.798
C2 5.944 28.273 -8.389
N1 10.102 30.996 -1.696
O1 6.365 27.982 -7.271
H3 11.351 30.964 -4.277
H4 5.736 27.773 -10.405
H5 4.587 34.004 -7.368
H6 4.291 28.729 -3.542
C3 3.935 31.087 -5.338
N2 9.801 29.256 -3.134
H7 8.948 33.065 -6.635
C4 12.027 27.549 -5.109
N3 6.885 28.577 -1.738
N4 7.240 29.969 -5.911
N5 9.741 26.197 -4.417
H8 11.533 32.722 -4.552
O2 5.316 26.974 -2.177
O3 6.544 32.359 -7.243
H9 9.215 29.871 -3.673
H10 2.199 32.123 -5.120
H11 4.666 29.681 -7.690
O4 9.738 30.662 -6.118
H12 6.752 26.743 -9.562
N6 7.547 26.329 -5.098
H13 10.603 31.377 -0.917
H14 10.379 28.225 -6.088
O5 8.905 28.094 -5.372
H15 5.448 34.939 -8.573
H16 5.430 31.885 -4.224
N7 5.047 29.235 -8.532
H17 7.425 27.970 -1.150
H18 9.738 28.251 -3.183
C5 6.522 33.418 -7.873
C6 8.745 26.943 -4.943
N8 7.586 33.869 -8.592
O6 11.615 26.478 -4.706
N9 9.847 32.936 -6.217
H19 13.550 28.985 -5.142
H20 6.834 30.178 -4.994
H21 8.255 30.218 -5.882
H22 11.516 29.369 -6.140
H23 7.134 28.976 -6.146
N10 6.262 27.620 -9.564
N11 13.324 28.032 -4.939
N12 4.422 31.721 -4.235
H24 7.203 29.503 -2.003
C7 5.766 28.118 -2.317
O7 4.554 30.483 -6.210
N13 11.211 31.810 -4.809
H25 2.197 30.792 -6.214
H26 10.415 33.706 -5.917
C8 10.443 29.719 -2.058
N14 5.412 34.189 -7.903
F1 6.947 31.168 -3.272
H27 8.421 33.316 -8.534
N15 2.571 31.230 -5.383
H28 13.919 27.441 -4.385
H29 9.674 25.200 -4.506
H30 10.618 26.614 -4.152
H31 9.302 31.345 -2.207
H32 4.594 29.459 -9.400
H33 5.462 29.918 -3.458
H34 3.798 32.305 -3.716
H35 6.739 30.516 -6.606
N16 11.358 28.406 -5.908
H36 6.768 26.824 -5.476
O8 11.164 28.985 -1.374
N17 5.192 28.986 -3.176

Output
**Orbital gap**: 7.401 eV
**Electronic energy**: -1959.28540 a.u.
**HOMO**: -7.49 eV
**LUMO level**: -0.0906 eV
**ΔE to the lowest compared entry with this formula, charge and spin**: 463.3 kJ/mol
**Multiplicity**: 1

Table of Mulliken atomic charges, one value per atom, all in e:
1. H 0.162
2. C 0.820
3. H 0.173
4. C 0.411
5. N -0.306
6. O -0.738
7. H 0.126
8. H 0.153
9. H 0.214
10. H 0.130
11. C 0.388
12. N 0.472
13. H 0.114
14. C 0.484
15. N -0.278
16. N 0.769
17. N -0.381
18. H 0.208
19. O -0.760
20. O -0.550
21. H -0.362
22. H 0.200
23. H 0.502
24. O -0.830
25. H 0.248
26. N -0.289
27. H 0.212
28. H 0.274
29. O -0.139
30. H 0.150
31. H 0.162
32. N -0.288
33. H 0.214
34. H 0.056
35. C 0.529
36. C 0.332
37. N -0.428
38. O -0.648
39. N -0.419
40. H 0.171
41. H -0.119
42. H -0.315
43. H 0.167
44. H 0.243
45. N -0.427
46. N -0.429
47. N -0.326
48. H 0.209
49. C 0.461
50. O -0.475
51. N -0.343
52. H 0.250
53. H 0.108
54. C 0.472
55. N -0.387
56. F -0.836
57. H 0.251
58. N -0.555
59. H 0.245
60. H 0.175
61. H 0.270
62. H 0.180
63. H 0.160
64. H -0.055
65. H 0.195
66. H 0.523
67. N -0.243
68. H 0.161
69. O -0.728
70. N -0.089



Entry 2:
Computed, not measured: a structure of composition C43H33N3O7P2ReSbSe4Si, with the ωB97M-V functional and the def2-TZVPD basis.

Cartesian coordinates (Å):
O1 3.056 3.259 -3.285
C1 1.219 3.553 1.160
H1 -2.798 -4.908 -3.988
H2 -2.310 -3.173 0.609
C2 -1.174 -1.837 2.708
O2 -0.536 3.555 -8.232
H3 0.054 3.862 -1.554
H4 -2.873 3.108 -5.352
H5 -1.046 -2.699 2.060
H6 -1.418 4.400 -3.175
C3 -2.567 1.050 -3.357
H7 -0.250 -1.688 3.274
H8 -2.433 -2.506 -3.637
H9 -0.154 0.060 -6.311
C4 -1.918 0.999 4.345
C5 -1.284 2.936 -0.175
O3 -2.020 0.054 -5.528
C6 -5.976 -0.331 0.213
C7 -0.019 3.178 -6.013
C8 -4.931 -0.548 -0.664
O4 -3.782 1.270 -2.725
H10 1.012 0.299 -4.284
C9 -3.331 -0.237 1.154
O5 0.682 5.018 -7.233
H11 -4.239 0.153 3.079
O6 2.192 1.284 -2.613
Se1 4.797 -2.262 -0.429
C10 -2.672 -4.528 -2.982
C11 -3.512 3.731 -0.842
C12 -2.383 -3.549 -0.401
C13 -2.582 -4.904 -0.607
C14 3.373 4.186 2.013
H12 -2.636 -5.578 0.238
Se2 2.854 -0.314 2.968
H13 -6.998 -0.374 -0.142
C15 -1.868 -0.148 -2.765
Se3 2.233 1.216 -0.774
C16 -1.792 3.523 -2.637
C17 -3.161 3.861 -2.120
H14 -4.445 1.392 -3.422
C18 0.840 3.529 -5.062
C19 3.176 5.481 1.545
C20 -0.709 0.629 -5.572
H15 1.825 6.834 0.572
C21 -0.044 0.509 -4.167
C22 1.007 4.856 0.720
C23 1.991 5.820 0.911
C24 -0.683 -0.497 -3.283
C25 -1.677 2.341 -3.602
Si1 -1.568 -0.284 1.811
C26 0.894 2.746 -3.844
H16 -2.881 -6.451 -2.063
C27 -5.715 -0.068 1.557
C28 -0.829 2.293 2.652
C29 -2.315 -2.676 -1.488
C30 -1.041 2.069 -6.023
C31 -0.770 3.149 -1.557
C32 -1.411 1.096 3.042
C33 -2.578 3.171 0.125
H17 -3.872 4.257 -2.837
Se4 0.776 -1.818 -0.081
C34 2.397 3.224 1.825
H18 2.551 2.224 2.207
C35 -2.466 -3.168 -2.782
N1 0.016 4.013 -7.255
Sb1 3.170 -1.237 0.856
H19 -1.430 1.993 -7.034
H20 -2.930 2.983 1.135
H21 -1.221 4.121 5.470
H22 0.071 5.142 0.255
P1 -0.097 2.334 1.025
H23 1.547 4.329 -5.237
H24 3.947 6.229 1.683
H25 -0.277 4.311 3.203
P2 -2.176 -0.905 -1.162
H26 -0.142 -1.385 -2.976
H27 -5.133 -0.782 -1.701
C36 -4.412 -0.034 2.025
H28 -4.502 4.010 -0.508
H29 -6.537 0.091 2.243
H30 -1.985 -2.057 3.413
C37 -1.852 2.083 5.208
H31 4.290 3.928 2.527
H32 -2.237 1.996 6.216
C38 -0.233 1.859 -3.430
H33 -2.355 0.072 4.701
N2 2.062 2.576 -3.235
C39 -2.723 -5.393 -1.901
Re1 -0.167 0.281 -0.313
N3 -2.840 0.994 -4.847
C40 -3.618 -0.466 -0.194
C41 -2.176 2.330 -5.050
C42 -1.278 3.281 4.791
C43 -0.753 3.390 3.515
O7 -0.216 1.857 -1.969

Output
**Orbital gap (alpha / beta)**: 5.621 / 5.471 eV
**Electronic energy**: -13244.97134 a.u.
**Charge**: +2
**HOMO (alpha / beta)**: -13.24 / -13.23 eV
**LUMO level (alpha / beta)**: -7.6208 / -7.7623 eV
**ΔE to the lowest compared entry with this formula, charge and spin**: 80.8 kJ/mol
**Multiplicity**: 1

Table of Mulliken atomic charges, one value per atom, all in e:
1. O -0.741
2. C 0.781
3. H 0.484
4. H 0.380
5. C -1.474
6. O -0.608
7. H 0.428
8. H 0.645
9. H 0.493
10. H 0.631
11. C 0.139
12. H 0.293
13. H 0.419
14. H 0.818
15. C -0.467
16. C -0.162
17. O -0.435
18. C -1.025
19. C -1.190
20. C -0.652
21. O -0.112
22. H 1.078
23. C 0.721
24. O -0.617
25. H 0.419
26. O -0.472
27. Se -0.390
28. C -0.891
29. C -1.241
30. C -0.573
31. C -0.891
32. C -0.779
33. H 0.485
34. Se -0.299
35. H 0.476
36. C -0.505
37. Se -0.011
38. C -0.142
39. C -1.293
40. H 0.570
41. C -0.913
42. C -0.724
43. C 0.073
44. H 0.495
45. C -0.475
46. C -0.495
47. C -0.901
48. C -1.338
49. C 0.515
50. Si 0.906
51. C -0.425
52. H 0.427
53. C -0.843
54. C 0.176
55. C 1.287
56. C -0.629
57. C -0.393
58. C 0.575
59. C -0.349
60. H 0.598
61. Se -0.192
62. C 0.141
63. H -0.254
64. C -0.643
65. N 1.021
66. Sb 0.918
67. H 1.124
68. H 0.506
69. H 0.480
70. H 0.484
71. P 1.257
72. H 0.685
73. H 0.435
74. H 0.549
75. P 0.552
76. H 0.612
77. H 0.581
78. C -0.660
79. H 0.500
80. H 0.489
81. H 0.454
82. C -0.919
83. H 0.501
84. H 0.470
85. C 0.273
86. H 0.457
87. N 1.211
88. C -0.671
89. Re 0.976
90. N -0.657
91. C 0.682
92. C -0.516
93. C -0.854
94. C -0.878
95. O 1.028